{"formula": "C4H22O7", "method": "the ωB97M-V functional and the def2-TZVPD basis", "gap_ev": 10.735, "multiplicity": 1, "relative_energy_kcal_mol": 17.5, "symbols": ["C", "C", "C", "C", "O", "H", "H", "H", "H", "H", "H", "H", "H", "H", "H", "O", "H", "H", "O", "H", "H", "O", "H", "H", "O", "H", "H", "O", "H", "H", "O", "H", "H"], "coordinates": [[1.10737, 1.44967, -2.52427], [0.44855, 0.52349, -1.50073], [-0.03608, -0.81572, -2.02146], [-1.23085, -1.25626, -1.18820], [0.96130, -1.81755, -1.97662], [0.44297, 1.57676, -3.37995], [2.00662, 0.98097, -2.93188], [1.29779, 2.46855, -2.18239], [1.16139, 0.45745, -0.66771], [-0.30009, 1.13507, -0.98192], [-0.32190, -0.67435, -3.06940], [-1.73755, -2.05812, -1.70799], [-0.97240, -1.61705, -0.19255], [-1.96524, -0.46584, -1.13652], [1.87024, -1.51875, -1.81940], [2.67461, -0.09743, 1.73077], [3.40983, -0.67112, 1.86720], [2.22827, -0.31513, 0.92001], [-1.95365, 2.32429, -0.37969], [-2.55022, 2.51611, -1.13100], [-2.45911, 1.82807, 0.28554], [1.60436, -2.66701, 0.69091], [0.78749, -2.64972, 0.18838], [2.17259, -3.30926, 0.27428], [-3.05618, 1.14475, 1.95276], [-2.66305, 1.80612, 2.53015], [-2.66501, 0.29310, 2.26248], [-1.83523, -1.20782, 2.65196], [-1.09471, -1.14256, 3.26617], [-1.46983, -1.69521, 1.91169], [1.26535, 1.86923, 3.14044], [1.83989, 1.18073, 2.73889], [1.03246, 2.42454, 2.38005]], "forces_ev_per_a": [[-0.257, -0.514, -0.804], [0.764, 1.870, 0.837], [0.205, 1.104, 0.858], [-0.262, -0.583, -0.922], [0.436, -1.009, -0.105], [-0.147, -0.041, -0.112], [0.208, 0.311, 0.055], [0.236, -0.294, 0.340], [0.195, -0.785, -0.074], [-0.493, -0.563, -0.563], [-0.228, -0.101, 0.056], [-0.086, -0.535, 0.011], [0.168, 0.271, 0.032], [-0.036, 0.370, 0.286], [-0.694, 0.445, -0.109], [-0.429, 1.306, 0.562], [0.559, -0.760, -0.117], [-0.064, -0.646, -0.386], [-0.368, 0.323, -0.793], [0.394, -0.214, 0.809], [-0.189, -0.002, 0.128], [0.009, 0.395, 0.776], [0.105, -0.118, -0.486], [0.036, -0.358, -0.310], [0.182, -0.343, 0.107], [-0.025, 0.079, 0.023], [-0.198, 0.472, -0.276], [0.177, -0.180, 0.255], [-0.033, 0.126, 0.082], [-0.031, -0.095, -0.223], [0.137, -0.144, -0.619], [-0.307, 0.346, 0.304], [0.039, -0.133, 0.378]]}